Entry 1:
The following is a quantum chemistry calculation of a molecular structure, C20H18NO5W in a non-equilibrium geometry, from the Open Molecules 2025 dataset.

Geometry (Å):
W -0.132 0.728 0.540
O -0.806 2.170 2.212
C -0.900 1.420 3.480
C 0.252 0.319 3.405
O 0.666 -0.247 4.354
O 0.599 0.142 2.130
C -0.574 2.379 4.598
C -1.441 2.872 5.583
C -0.991 3.726 6.578
C 0.300 4.232 6.535
C 1.160 3.765 5.546
C 0.729 2.887 4.564
C -2.120 0.509 3.445
C -2.422 -0.137 2.236
C -3.530 -0.954 2.126
C -4.325 -1.193 3.246
C -4.000 -0.620 4.464
C -2.887 0.203 4.571
H -1.462 2.902 2.237
H -2.506 2.679 5.516
H -1.651 4.032 7.379
H 0.627 4.952 7.273
H 2.215 4.013 5.608
H 1.412 2.554 3.790
H -1.751 -0.055 1.278
H -3.783 -1.413 1.179
H -5.170 -1.865 3.168
H -4.584 -0.845 5.345
H -2.591 0.566 5.548
O -1.448 1.545 -0.365
O -0.410 1.142 -1.190
C 5.918 1.858 -0.857
C 4.530 1.472 -0.599
C 4.177 0.154 -0.252
C 2.867 -0.161 0.034
N 1.872 0.760 -0.014
C 2.197 2.038 -0.363
C 3.482 2.416 -0.656
H 6.131 1.788 -1.932
H 6.627 1.186 -0.379
H 6.114 2.898 -0.595
H 4.937 -0.614 -0.195
H 2.582 -1.168 0.342
H 1.365 2.775 -0.417
H 3.690 3.437 -0.937

The total energy is -1269.7033 a.u. The charge is +3. Its energy above the lowest of the compared OMol25 structures with the same formula, charge and spin is 9.1 kcal/mol. The spin multiplicity is 3.

Entry 2:
The following is a quantum chemistry calculation of C20H18O10 in the gas phase in a non-equilibrium geometry, from the Open Molecules 2025 dataset.

Geometry (Å):
C 4.556 -7.311 -3.015
C 4.252 -5.927 -3.532
O 3.062 -5.426 -2.828
C 3.010 -4.065 -2.378
C 2.042 -3.847 -1.400
C 1.840 -2.639 -0.598
O 1.195 -2.790 0.432
C 2.243 -1.273 -1.058
C 1.749 0.024 -0.360
C 0.268 0.196 -0.473
O -0.120 1.233 0.441
C -1.395 1.273 0.714
O -2.144 0.273 0.726
C -2.017 2.503 1.159
C -2.930 2.449 2.121
C -3.528 3.693 2.674
C -3.597 4.835 1.924
C -4.125 6.015 2.544
C -4.636 6.044 3.830
O -5.284 7.193 4.309
C -4.644 4.847 4.548
O -4.982 4.821 5.844
C -4.096 3.636 3.981
C -0.170 0.450 -1.954
O 0.230 1.551 -2.426
O -0.892 -0.458 -2.713
C 2.913 -1.022 -2.243
O 3.206 -1.921 -3.206
C 3.868 -2.982 -2.810
O 5.030 -3.189 -3.171
H 4.887 -8.009 -3.754
H 5.344 -7.296 -2.146
H 3.631 -7.812 -2.585
H 5.243 -5.449 -3.280
H 4.057 -5.964 -4.607
H 1.340 -4.635 -0.937
H 2.045 -0.030 0.707
H 2.261 0.895 -0.719
H -0.099 -0.691 -0.097
H -1.646 3.443 0.911
H -3.087 1.434 2.621
H -3.392 4.709 0.879
H -4.182 6.983 2.015
H -5.397 7.176 5.206
H -4.198 4.392 6.296
H -4.122 2.759 4.510
H -0.777 -0.075 -3.594
H 3.185 -0.016 -2.507

The total energy is -1525.1666 a.u. Its energy above the lowest of the compared OMol25 structures with the same formula, charge and spin is 57.4 kcal/mol. The SMILES is CCOc1cc(=O)c(C[C@@H](OC(=O)/C=C/c2ccc(O)c(O)c2)C(=O)O)coc1=O.

Entry 3:
The following is a quantum chemistry calculation of a molecular structure, C20H18O2PPdS2SbSe4, from the Open Molecules 2025 dataset.

Geometry (Å):
Pd -1.026 -2.027 2.568
Se -3.133 -5.458 2.030
Sb -2.231 -4.001 3.745
Se -3.268 -1.480 3.219
Se 0.378 -3.771 3.576
Se -2.803 -4.258 6.100
C -2.198 -2.996 -2.556
O -2.226 -1.622 -2.167
C -3.393 -1.102 -1.798
S -4.852 -1.760 -2.091
S -1.911 -1.679 0.523
H -1.153 -3.213 -2.757
H -2.822 -3.153 -3.436
H -2.558 -3.598 -1.720
O 0.273 0.229 2.215
P 0.621 0.634 0.841
C 1.292 2.338 0.927
C 0.746 3.483 0.367
C 1.310 4.730 0.610
C 2.430 4.844 1.417
C 2.975 3.704 1.998
C 2.406 2.466 1.763
C -0.747 0.661 -0.355
C -0.540 1.286 -1.523
C -1.663 1.651 -2.390
C -2.897 1.231 -2.113
C -3.167 0.207 -1.047
C -2.076 0.090 0.045
C 1.928 -0.335 0.053
C 2.926 0.219 -0.738
C 3.865 -0.601 -1.349
C 3.811 -1.975 -1.156
C 2.825 -2.527 -0.352
C 1.878 -1.717 0.253
H -0.140 3.412 -0.249
H 0.862 5.613 0.171
H 2.870 5.815 1.607
H 3.839 3.781 2.646
H 2.815 1.585 2.243
H 0.445 1.634 -1.814
H -1.476 2.329 -3.215
H -3.741 1.541 -2.720
H -4.116 0.425 -0.558
H -2.431 0.596 0.947
H 2.985 1.292 -0.881
H 4.640 -0.163 -1.967
H 4.547 -2.617 -1.626
H 2.785 -3.595 -0.182
H 1.118 -2.148 0.895

The total energy is -12035.1104 a.u. The charge is -2. Its energy above the lowest of the compared OMol25 structures with the same formula, charge and spin is 66.9 kcal/mol.